Entry 1:
A cluster of 6 separate species, C40H94N6O9 in total at a distorted geometry. Source: the Open Molecules 2025 dataset; level of theory: ωB97M-V/def2-TZVPD.

Summary:
Gap between HOMO and LUMO (spin up / spin down) ... 0.2297 / 0.0710 Ha
Lowest unoccupied orbital energy (spin up / spin down) ... -0.1000 / -0.2588 hartree
Spin multiplicity ... 2
Expectation value of S² ... 0.754
HOMO energy (spin up / spin down) ... -8.9724 / -8.9724 eV
Net charge ... +1

Geometry (Å):
C 0.84 -1.52 -9.86
C -0.13 -2.41 -10.61
C -0.65 -3.72 -9.96
O 0.46 -4.62 -9.67
C 0.20 -5.78 -8.93
N -1.33 -1.63 -10.71
H 1.86 -1.85 -10.06
H 0.67 -1.41 -8.79
H 0.80 -0.55 -10.35
H 0.24 -2.62 -11.61
H -1.42 -4.18 -10.59
H -1.22 -3.53 -9.04
H 0.05 -5.57 -7.87
H 0.91 -6.58 -9.11
H -0.67 -6.32 -9.31
H -1.79 -1.93 -11.56
H -1.01 -0.69 -10.56
C -6.44 -9.66 -11.20
O -7.68 -8.76 -11.18
C -7.33 -7.49 -10.73
C -6.24 -6.79 -11.62
N -5.12 -6.16 -10.87
C -4.30 -5.19 -11.53
C -3.25 -5.98 -12.31
O -2.21 -5.14 -12.71
C -1.17 -5.82 -13.45
H -5.98 -9.66 -10.22
H -5.77 -9.30 -11.98
H -6.89 -10.65 -11.29
H -7.04 -7.66 -9.69
H -8.27 -6.93 -10.70
H -6.68 -5.91 -12.09
H -5.91 -7.35 -12.50
H -5.52 -5.71 -10.06
H -3.69 -4.59 -10.86
H -4.87 -4.43 -12.07
H -3.81 -6.44 -13.13
H -2.94 -6.83 -11.70
H -1.56 -5.91 -14.46
H -0.78 -6.77 -13.09
H -0.27 -5.20 -13.44
C -12.80 -19.38 -13.17
O -12.43 -19.18 -14.52
C -11.76 -17.99 -14.97
C -12.73 -16.83 -15.20
N -12.68 -15.78 -14.31
C -11.40 -15.13 -13.92
C -11.50 -13.57 -13.77
O -10.30 -12.97 -13.37
C -10.19 -11.54 -13.04
H -13.31 -20.34 -13.19
H -13.39 -18.59 -12.71
H -11.92 -19.49 -12.54
H -11.31 -18.21 -15.94
H -10.90 -17.75 -14.33
H -13.78 -17.10 -15.34
H -12.70 -16.44 -16.22
H -13.54 -15.41 -13.93
H -10.64 -15.28 -14.68
H -11.15 -15.56 -12.95
H -12.21 -13.52 -12.94
H -11.99 -13.07 -14.61
H -10.35 -11.12 -14.04
H -9.13 -11.44 -12.83
H -11.01 -11.29 -12.36
C -2.92 -11.27 -20.21
O -2.44 -10.52 -19.15
C -3.20 -10.63 -18.00
C -2.61 -9.64 -17.00
N -3.41 -9.66 -15.84
C -2.94 -8.68 -14.83
C -3.06 -9.53 -13.53
O -1.90 -10.47 -13.49
C -1.70 -10.89 -12.08
H -3.32 -12.25 -19.93
H -2.12 -11.44 -20.94
H -3.71 -10.69 -20.69
H -3.24 -11.66 -17.64
H -4.22 -10.39 -18.32
H -2.38 -8.65 -17.39
H -1.56 -9.90 -16.87
H -3.55 -10.62 -15.55
H -3.65 -7.87 -14.74
H -1.91 -8.34 -14.91
H -4.04 -9.95 -13.30
H -2.82 -8.73 -12.83
H -0.82 -11.54 -12.12
H -2.55 -11.49 -11.76
H -1.55 -9.99 -11.48
C -7.97 -2.58 -16.75
C -6.53 -2.30 -16.14
C -6.50 -3.22 -14.92
C -6.15 -4.69 -15.37
C -4.72 -4.70 -15.98
C -4.30 -3.35 -16.77
N -5.54 -2.70 -17.19
O -5.29 -1.76 -18.17
C -3.34 -2.54 -15.76
C -3.52 -3.75 -18.05
C -6.32 -0.84 -15.62
H -8.72 -2.13 -16.10
H -8.17 -3.65 -16.81
H -8.04 -2.11 -17.73
H -5.82 -2.91 -14.12
H -7.51 -3.34 -14.53
H -6.85 -5.18 -16.04
H -6.08 -5.38 -14.53
H -4.53 -5.63 -16.52
H -4.08 -4.98 -15.15
H -2.70 -1.96 -16.43
H -3.78 -1.85 -15.05
H -2.77 -3.18 -15.08
H -2.69 -4.40 -17.79
H -4.17 -4.28 -18.75
H -2.97 -2.96 -18.56
H -5.33 -0.40 -15.75
H -6.46 -0.60 -14.57
H -6.97 -0.13 -16.13
H -5.85 -2.06 -18.89
C -6.04 -2.68 -9.20
C -5.46 -3.12 -7.91
C -5.94 -2.06 -6.79
C -7.39 -2.22 -6.50
C -7.62 -3.61 -6.03
C -7.21 -4.77 -6.98
N -5.82 -4.45 -7.44
O -5.25 -5.49 -8.08
C -7.23 -6.10 -6.27
C -8.23 -4.83 -8.08
C -3.88 -3.01 -7.98
H -5.43 -1.88 -9.60
H -7.08 -2.35 -9.13
H -6.16 -3.54 -9.87
H -5.32 -2.16 -5.90
H -5.73 -1.05 -7.14
H -8.06 -1.96 -7.32
H -7.52 -1.41 -5.78
H -8.68 -3.54 -5.79
H -7.14 -3.75 -5.06
H -6.69 -6.87 -6.82
H -6.75 -6.14 -5.29
H -8.20 -6.47 -5.93
H -9.27 -4.76 -7.77
H -8.30 -3.88 -8.60
H -7.98 -5.50 -8.91
H -3.56 -2.02 -8.30
H -3.41 -3.62 -8.75
H -3.37 -3.19 -7.04
H -4.70 -5.77 -7.35



Entry 2:
A structure of composition C4H6As4F25MnO3 at a distorted geometry. Source: the Open Molecules 2025 dataset; level of theory: ωB97M-V/def2-TZVPD.

Summary:
Gap between HOMO and LUMO (spin up / spin down) ... 0.3781 / 0.1983 Ha
Lowest unoccupied orbital energy (spin up / spin down) ... 0.1313 / -0.0484 hartree
Spin multiplicity ... 7
Expectation value of S² ... 12.004
HOMO energy (spin up / spin down) ... -6.7159 / -6.7151 eV
Net charge ... -2

Geometry (Å):
Mn 9.37 -16.81 22.40
As 5.81 -15.23 22.56
F 4.93 -16.55 23.48
F 7.27 -16.28 22.71
F 6.78 -14.07 21.51
F 4.32 -14.19 22.41
F 6.38 -14.27 23.95
F 5.30 -16.00 21.04
As 10.45 -17.80 25.42
F 11.27 -19.16 26.24
F 9.77 -18.90 24.10
F 9.55 -16.56 24.57
F 10.98 -16.59 26.64
F 11.92 -17.44 24.48
F 8.92 -17.92 26.39
As 9.00 -15.78 18.76
F 9.21 -17.55 18.95
F 10.67 -15.58 19.25
F 8.69 -14.04 18.82
F 7.24 -16.01 18.50
F 8.67 -15.89 20.59
F 9.29 -15.79 17.00
As 7.19 -19.63 20.64
F 6.14 -20.81 19.62
F 7.94 -21.08 21.35
F 8.28 -18.48 21.63
F 6.46 -18.27 19.81
F 5.84 -19.45 21.75
F 8.47 -19.77 19.31
F 10.95 -17.62 21.21
C 9.14 -10.70 22.14
C 10.48 -11.40 21.77
C 11.50 -11.81 22.90
O 11.29 -13.14 23.13
C 10.50 -13.59 22.24
O 10.13 -14.77 22.19
O 10.05 -12.67 21.40
H 8.56 -11.32 22.83
H 8.60 -10.29 21.30
H 9.38 -9.87 22.80
H 10.91 -10.82 20.96
H 11.50 -10.99 23.62
H 12.53 -11.83 22.55



Entry 3:
A structure of composition C21H22Co2NO6 at a distorted geometry. Source: the Open Molecules 2025 dataset; level of theory: ωB97M-V/def2-TZVPD.

Summary:
Gap between HOMO and LUMO ... 0.2286 Ha
Lowest unoccupied orbital energy ... 0.1036 hartree
HOMO energy ... -3.4000 eV
Energy relative to the best compared isomer or geometry (same formula, charge and spin) ... 1.787 eV
Net charge ... -1

Geometry (Å):
O 0.05 -5.30 -3.97
C 0.56 -4.57 -3.24
Co 1.44 -3.39 -2.24
C 2.86 -3.78 -3.17
O 3.81 -4.08 -3.77
C 1.13 -1.86 -3.05
O 0.94 -0.87 -3.62
C 2.13 -3.36 -0.34
C 2.21 -2.19 0.41
C 3.06 -1.29 0.98
C 3.05 0.12 0.68
C 4.27 0.82 0.43
C 4.27 2.17 0.11
C 3.07 2.89 0.10
C 1.86 2.24 0.38
C 1.84 0.86 0.63
Co 0.53 -2.78 0.20
C -0.55 -4.00 -0.52
O -1.34 -4.77 -0.86
C -0.35 -1.54 -0.69
O -1.04 -0.76 -1.21
C -0.13 -2.72 1.91
O -0.65 -2.86 2.93
H 2.76 -4.25 -0.18
H 3.91 -1.65 1.57
H 5.21 0.27 0.52
H 5.21 2.66 -0.15
H 3.08 3.95 -0.15
H 0.92 2.79 0.39
H 0.89 0.37 0.85
C -3.21 -0.55 3.53
C -2.44 -0.28 2.24
C -2.55 1.19 1.85
N -1.81 1.51 0.64
C -2.32 2.72 0.01
C -1.92 2.84 -1.46
C -2.46 4.15 -2.05
H -3.12 -1.59 3.84
H -2.81 0.08 4.34
H -4.28 -0.31 3.40
H -1.39 -0.54 2.36
H -2.82 -0.92 1.43
H -3.62 1.44 1.77
H -2.14 1.81 2.66
H -1.79 0.75 -0.03
H -3.43 2.78 0.07
H -1.94 3.59 0.58
H -0.83 2.80 -1.55
H -2.32 1.97 -2.02
H -2.20 4.25 -3.11
H -3.55 4.19 -1.96
H -2.04 5.00 -1.50



Entry 4:
A structure of composition C11H26ClINOP2Rh at a distorted geometry. Source: the Open Molecules 2025 dataset; level of theory: ωB97M-V/def2-TZVPD.

Summary:
Gap between HOMO and LUMO (spin up / spin down) ... 0.3087 / 0.1551 Ha
Lowest unoccupied orbital energy (spin up / spin down) ... -0.2544 / -0.4076 hartree
Spin multiplicity ... 5
Expectation value of S² ... 6.015
HOMO energy (spin up / spin down) ... -15.3231 / -15.3130 eV
Net charge ... +2

Geometry (Å):
C 0.03 2.28 -0.96
C 0.02 2.61 0.59
H 0.03 3.20 -1.45
H -0.85 1.69 -1.24
H 0.89 1.68 -1.25
O 0.07 3.74 1.06
I -0.36 -0.38 3.52
Rh -0.02 -1.69 -1.41
P 2.08 -0.51 -0.43
C 2.79 0.53 1.01
C 2.64 -2.07 0.34
H 3.73 -2.13 0.44
H 4.27 0.16 -1.51
H 2.22 -2.91 -0.23
H 3.03 -0.40 -2.65
H 2.73 -0.05 1.94
H 2.23 -2.06 1.37
C 3.20 0.16 -1.73
H 3.84 0.83 0.87
H 2.91 1.20 -1.92
H 2.19 1.44 1.15
P -2.11 -0.52 -0.44
C -2.87 0.52 0.98
C -3.19 0.10 -1.78
H -2.24 -2.92 -0.31
H -3.75 -2.14 0.39
H -2.24 -2.12 1.32
C -2.66 -2.10 0.29
H -3.01 -0.51 -2.66
H -4.27 0.11 -1.57
H -3.94 0.75 0.92
H -2.32 1.46 1.04
H -2.89 1.13 -2.01
H -2.69 -0.03 1.92
Cl -0.14 -3.69 -2.36
C 0.87 2.17 4.10
C -0.37 2.46 3.23
C -0.20 1.25 2.36
N -0.02 1.33 1.14
H 1.24 1.16 4.02
H 0.63 2.27 5.15
H 1.81 2.59 3.73
H -1.31 2.35 3.74
H -0.34 3.35 2.64